1.
Below is a 11-piece molecular cluster, C29H80O15 overall, with properties calculated with wB97M-V/def2-TZVPD.

Structure (XYZ):
```
124
C29H80O15, DFT wB97M-V/def2-TZVPD
C 15.7027 10.2861 18.9118
C 14.4160 10.3649 18.0176
C 14.0949 11.8005 17.6491
O 14.7172 9.6359 16.8279
H 16.4995 10.7960 18.4301
H 16.0020 9.2552 18.9536
H 15.4881 10.6719 19.9380
H 13.5649 9.9363 18.5116
H 14.6715 12.1598 16.7633
H 14.2670 12.4447 18.4537
H 13.0401 11.9746 17.3539
H 13.9979 9.7330 16.1459
C 9.5911 10.5199 16.7478
C 8.8797 11.6923 17.5081
C 8.3480 11.0898 18.7929
O 9.6947 12.8411 17.6437
H 9.5944 10.5491 15.6652
H 9.1446 9.6050 17.0966
H 10.6442 10.5956 17.0698
H 8.0190 12.0456 16.9013
H 9.1714 10.6396 19.3405
H 7.5746 10.2873 18.5658
H 7.9041 11.8504 19.3752
H 9.9197 13.2047 16.7730
C 16.2496 14.8988 11.9123
C 17.6447 15.3085 11.4769
C 17.9589 14.5986 10.1748
O 17.6749 16.7354 11.1621
H 16.3300 13.9005 12.3553
H 15.5919 14.8088 11.0405
H 15.8471 15.5525 12.6659
H 18.4307 15.0201 12.1784
H 19.0023 14.7183 9.8377
H 17.3550 15.0350 9.3115
H 17.7463 13.5082 10.2244
H 17.3571 17.1799 11.9665
C 12.8237 14.3218 12.9433
C 13.4882 13.5926 14.1282
C 14.0372 14.5136 15.1571
O 12.4954 12.7708 14.7047
H 13.5980 14.8969 12.4480
H 12.0026 14.9605 13.2847
H 12.4772 13.5945 12.2062
H 14.2664 12.8856 13.7740
H 14.8661 15.1459 14.7668
H 14.5387 13.9640 15.9542
H 13.2622 15.2142 15.5203
H 12.5003 12.7974 15.6851
C 12.2267 10.8860 12.1773
C 12.4243 9.6577 13.0009
C 13.4163 8.6374 12.3653
O 12.9349 9.9316 14.2899
H 13.0884 11.5167 12.2163
H 11.4434 11.5619 12.4591
H 12.1243 10.6272 11.1101
H 11.4190 9.2173 13.0553
H 14.4485 9.1200 12.2837
H 13.0743 8.2055 11.3771
H 13.6016 7.7914 12.9721
H 12.5193 10.7265 14.5771
C 19.6149 11.5002 16.3986
C 19.5186 12.6259 15.4167
C 20.4062 12.4102 14.2297
O 18.1920 12.8692 14.9622
H 20.6545 11.3326 16.7735
H 19.2145 10.5302 15.9540
H 19.0736 11.7136 17.2838
H 19.7049 13.4535 16.0845
H 21.4828 12.4219 14.4826
H 20.1853 13.2967 13.5993
H 20.1790 11.4835 13.7725
H 17.5937 12.1458 15.1704
C 14.3600 12.6027 7.7155
C 14.3551 11.1278 7.2734
C 13.9534 11.0080 5.7972
O 15.6657 10.5558 7.3461
H 14.5040 12.5967 8.8346
H 13.3933 13.1109 7.5666
H 15.1618 13.1426 7.2078
H 13.6516 10.5941 7.8967
H 14.4718 11.8247 5.3181
H 12.8941 11.1796 5.6826
H 14.2571 10.0775 5.3602
H 16.0136 10.8078 8.2223
C 11.2286 17.0045 17.0175
C 12.1032 18.1309 17.4450
O 13.2302 17.7350 18.1878
O 10.5834 16.4672 18.1702
H 11.7907 16.2102 16.4384
H 10.4282 17.4542 16.3779
H 11.5787 19.0163 17.9587
H 12.5612 18.5020 16.5127
H 12.9625 17.3829 18.9945
H 10.5740 15.4971 18.0044
C 8.9161 14.5931 14.9359
C 8.5850 13.5422 13.9032
O 8.8895 12.2220 14.2368
O 10.2117 14.4816 15.5227
H 8.2374 14.6467 15.7822
H 8.8379 15.5859 14.4175
H 9.2358 13.7674 12.9798
H 7.5465 13.6935 13.5982
H 8.3118 11.9535 14.9826
H 10.8112 14.1899 14.7979
C 16.3558 11.1960 12.5153
C 16.2036 10.3430 13.7421
O 16.1669 11.0563 14.9522
O 17.7144 11.6312 12.3640
H 15.7204 12.0366 12.5837
H 16.0993 10.5117 11.7678
H 17.1219 9.6848 13.7267
H 15.2877 9.7580 13.7171
H 15.7622 10.4914 15.6532
H 17.9898 11.9012 13.2121
C 16.9564 16.6663 16.4264
C 17.6974 16.7897 15.1136
O 16.8859 17.3532 14.0387
O 16.7498 17.9840 16.9832
H 17.6045 16.0407 17.1080
H 16.0177 16.0736 16.3364
H 18.0510 15.8291 14.7648
H 18.5913 17.3736 15.2928
H 16.5874 18.2496 14.2754
H 15.8737 18.1634 17.3902
```

Structure (SMILES) ... CC(C)O.CC(C)O.CC(C)O.CC(C)O.CC(C)O.CC(C)O.CC(C)O.OCCO.OCCO.OCCO.OCCO
Total charge ... 0
Relative energy (zero: lowest compared OMol25 entry of this formula, charge and spin) ... 55.7 kJ/mol
Frontier orbital gap ... 10.0 eV
Multiplicity ... 1
M ... 668.94 g mol⁻¹

2.
Below is a 12-piece molecular cluster, C29H82O12 overall, with properties calculated with wB97M-V/def2-TZVPD.

Structure (XYZ):
```
123
C29H82O12, DFT wB97M-V/def2-TZVPD
C 4.1838 -0.2023 -2.3870
C 4.4062 0.8703 -3.4362
O 3.1856 1.5152 -3.7586
H 5.1297 -0.7151 -2.2046
H 3.4691 -0.9446 -2.7482
H 3.8259 0.1959 -1.4374
H 4.9024 0.3677 -4.2774
H 5.1214 1.6021 -3.0412
H 3.3770 2.4279 -3.9979
C 0.3678 -4.0560 -4.2610
C -1.1350 -3.9370 -4.0814
O -1.7015 -4.5937 -5.2092
H 0.6773 -3.5937 -5.2025
H 0.5988 -5.1076 -4.4576
H 1.0284 -3.7030 -3.4722
H -1.4129 -2.8809 -4.0189
H -1.4308 -4.4299 -3.1510
H -2.4218 -4.0777 -5.5769
C 2.1315 4.3390 -1.2314
C 3.5645 4.5725 -0.7762
O 3.6529 5.8022 -0.0946
H 1.6926 5.2498 -1.6440
H 1.4462 4.0203 -0.4450
H 2.1258 3.6011 -2.0363
H 4.1911 4.5184 -1.6757
H 3.9027 3.7155 -0.1840
H 4.5177 5.8676 0.3218
C 1.6163 3.0046 3.0861
C 2.9467 2.7730 2.4298
O 3.7550 1.8979 3.1993
H 1.6631 3.1767 4.1647
H 0.9473 2.1443 2.9725
H 1.0371 3.8618 2.7336
H 3.4475 3.7469 2.3345
H 2.8287 2.3490 1.4270
H 4.1718 1.2317 2.6530
C -4.8871 -1.9145 0.3079
C -3.9080 -2.6877 -0.5516
O -3.2470 -1.7941 -1.4671
H -4.3537 -1.0319 0.6727
H -5.2800 -2.4918 1.1416
H -5.7063 -1.4735 -0.2674
H -4.3451 -3.5162 -1.1167
H -3.1660 -3.1699 0.0909
H -3.7799 -1.7879 -2.2680
C 1.4536 -3.3383 3.6718
C 1.0869 -2.0552 2.9340
O 0.5081 -2.4235 1.6850
H 2.2442 -3.8726 3.1495
H 0.5626 -3.9663 3.7361
H 1.8124 -3.1216 4.6786
H 2.0479 -1.5553 2.7587
H 0.4227 -1.4114 3.5087
H -0.0074 -1.6864 1.3144
C -5.7847 2.7458 0.6933
C -4.4771 2.1613 0.1928
O -4.6495 1.4680 -1.0287
H -6.5698 1.9981 0.8101
H -6.1607 3.4972 -0.0045
H -5.6373 3.2372 1.6562
H -4.1033 1.4636 0.9518
H -3.7548 2.9736 0.0585
H -4.2291 0.6059 -1.0315
C 0.5217 0.7987 0.2161
C -0.4118 0.0904 -0.7617
C 0.2000 -0.7837 -1.8459
O -1.2344 -0.7390 0.1111
H 1.0650 1.5971 -0.2903
H 1.2614 0.0654 0.5547
H -0.0539 1.1351 1.0728
H -1.1831 0.7905 -1.1180
H -0.5190 -1.4651 -2.2902
H 1.0225 -1.3679 -1.4202
H 0.6943 -0.1474 -2.5866
H -1.9586 -1.1104 -0.4285
C -2.5418 3.2883 3.1277
C -2.6620 3.1270 4.6324
C -1.4223 2.6453 5.3629
O -3.0223 4.3713 5.2634
H -1.9081 4.1502 2.9081
H -3.5023 3.5389 2.6735
H -2.1637 2.3521 2.7174
H -3.4772 2.4281 4.8705
H -1.1493 1.6419 5.0225
H -1.6177 2.5561 6.4301
H -0.5621 3.2975 5.2114
H -3.8731 4.6420 4.8998
C 0.8324 -0.4388 -5.8733
C 0.6200 1.0370 -6.2295
C -0.0977 1.7733 -5.0990
O 1.8728 1.6912 -6.4445
H -0.0618 -0.8361 -5.3975
H 1.6552 -0.4206 -5.1540
H 1.1644 -0.9924 -6.7492
H -0.0466 1.1521 -7.0858
H 0.3721 1.7151 -4.1101
H -1.0964 1.3261 -5.0077
H -0.1867 2.8520 -5.2349
H 2.4551 1.4420 -5.7156
C -1.8500 -1.5802 5.3304
C -2.8544 -0.9304 4.3672
C -2.2161 -0.5634 3.0417
O -3.8983 -1.8964 4.1656
H -0.9304 -0.9791 5.3801
H -1.4590 -2.5237 4.9397
H -2.2500 -1.6542 6.3365
H -3.2431 -0.0324 4.8477
H -1.4557 0.2070 3.1769
H -2.9452 -0.2324 2.3054
H -1.7518 -1.4798 2.6679
H -3.4582 -2.6800 3.8191
C 2.4224 -4.3187 -0.7260
C 3.4237 -3.5742 0.1695
C 4.8434 -3.6611 -0.3735
O 3.0728 -2.2148 0.2620
H 2.4543 -3.7987 -1.6864
H 1.4179 -4.2413 -0.3070
H 2.6654 -5.3725 -0.8586
H 3.4094 -3.9929 1.1857
H 4.9794 -2.9947 -1.2270
H 5.0401 -4.6474 -0.7995
H 5.5412 -3.4506 0.4342
H 2.1556 -2.0537 0.5234
```

Structure (SMILES) ... CC(C)O.CC(C)O.CC(C)O.CC(C)O.CC(C)O.CCO.CCO.CCO.CCO.CCO.CCO.CCO
Total charge ... 0
Relative energy (zero: lowest compared OMol25 entry of this formula, charge and spin) ... 97.3 kJ/mol
Frontier orbital gap ... 10.0 eV
Multiplicity ... 1
M ... 622.96 g mol⁻¹

3.
Below is a 11-piece molecular cluster, C29H86F3N8O13S overall, with properties calculated with wB97M-V/def2-TZVPD.

Structure (XYZ):
```
140
C29H86F3N8O13S, DFT wB97M-V/def2-TZVPD
N 0.5399 -4.3606 1.8821
H 0.1054 -4.2709 2.8080
H 0.6298 -3.5109 1.3270
H -0.0463 -4.9934 1.3514
H 1.4504 -4.8209 1.9824
N -1.1916 -2.3079 -3.2054
H -2.0767 -1.9145 -3.5406
H -0.5327 -2.4956 -3.9515
H -1.3942 -3.1909 -2.7547
H -0.7910 -1.6331 -2.5538
C 0.1466 0.7203 0.4867
F -1.2052 0.5936 0.5556
F 0.3361 1.6876 -0.4438
F 0.5818 1.0384 1.6996
S 0.9343 -0.8752 -0.2541
O 0.4334 -0.8185 -1.6619
O 2.3641 -0.7388 -0.1995
O 0.3517 -1.9792 0.4919
C -0.7438 4.8263 -1.3467
C -0.5415 5.0395 0.1428
O 0.0211 6.3529 0.3924
O -1.7392 5.7347 -1.8362
H -1.1871 3.8566 -1.5767
H 0.2077 4.8958 -1.8754
H -0.0255 4.3200 0.7773
H -1.5132 5.1444 0.6306
H -0.5135 7.1042 0.1273
H -1.2428 6.5467 -1.9741
C 2.9963 -3.3115 -2.2999
C 4.2526 -2.3660 -2.2622
O 4.4799 -1.8912 -3.5316
O 3.0543 -4.4596 -3.0925
H 2.0692 -2.8170 -2.6019
H 2.7425 -3.5587 -1.2643
H 5.1805 -2.8909 -2.0297
H 4.0925 -1.5332 -1.5769
H 3.8951 -1.1368 -3.6694
H 2.3934 -5.0937 -2.8076
C 0.7927 2.1400 -3.6183
C 1.6893 1.1868 -4.4492
C 2.8599 1.8586 -5.2550
O 2.2731 2.7203 -6.1960
C 3.1972 3.1760 -7.1833
N 2.3080 0.2042 -3.5660
H 1.4277 2.8043 -3.0316
H 0.1706 1.6086 -2.8966
H 0.0697 2.6963 -4.2159
H 1.0669 0.6887 -5.1939
H 3.3023 0.9962 -5.7585
H 3.5949 2.3307 -4.6009
H 3.4202 2.3483 -7.8582
H 4.1026 3.5829 -6.7293
H 2.8338 4.0088 -7.7851
H 2.8410 0.6726 -2.8432
H 1.5463 -0.2297 -3.0593
C 4.9248 -4.9200 0.3917
C 4.2903 -4.5544 1.7357
C 3.9536 -3.0681 1.8761
O 3.6183 -2.9501 3.2444
C 2.8913 -1.7311 3.4526
N 3.1150 -5.4769 1.8311
H 5.3075 -5.9412 0.3706
H 5.7991 -4.2840 0.2414
H 4.3805 -4.8025 -0.5455
H 5.0073 -4.6778 2.5485
H 3.0977 -2.9192 1.2134
H 4.7650 -2.4151 1.5523
H 2.0866 -1.5468 2.7394
H 3.5518 -0.8838 3.2490
H 2.6842 -1.5974 4.5134
H 3.2853 -6.2646 1.2207
H 3.1049 -5.8936 2.7540
C -6.6939 3.3130 4.5391
C -6.1123 4.3571 3.6038
C -5.3184 3.7507 2.4091
O -4.1339 3.2467 2.9438
C -3.2292 2.7034 1.8734
N -7.1670 5.3373 3.2309
H -5.8239 2.9453 5.0871
H -7.3231 2.4954 4.1880
H -7.2528 3.8156 5.3299
H -5.4232 4.8933 4.2564
H -5.0116 4.5034 1.6796
H -5.8327 2.9553 1.8638
H -2.2703 2.4270 2.3094
H -3.0493 3.3830 1.0406
H -3.7295 1.7843 1.5653
H -7.5730 5.6938 4.0856
H -7.9671 4.9415 2.7548
C 3.7267 4.7127 -1.5345
C 4.0456 3.4355 -0.7390
C 3.4647 3.3714 0.7069
O 4.1359 2.2488 1.2423
C 4.1097 2.1349 2.6225
N 3.5485 2.2740 -1.4797
H 3.9444 4.5910 -2.5962
H 4.3700 5.5485 -1.2578
H 2.6700 4.9770 -1.4810
H 5.1218 3.2905 -0.6472
H 2.3849 3.2168 0.7761
H 3.6331 4.3047 1.2492
H 4.4501 3.0592 3.0926
H 4.8192 1.3540 2.8961
H 3.0870 1.8510 2.8802
H 2.5972 2.1199 -1.1694
H 4.0679 1.5316 -1.0260
C -4.7821 -2.6043 -3.9087
C -4.4394 -1.2035 -3.3813
C -4.2370 -1.1113 -1.8217
O -3.0287 -1.6676 -1.4196
C -3.1030 -2.2180 -0.1253
N -3.2557 -0.6886 -4.1039
H -5.4052 -3.1884 -3.2325
H -3.9004 -3.2394 -4.0249
H -5.1300 -2.5539 -4.9406
H -5.3223 -0.6143 -3.6356
H -5.0979 -1.5259 -1.2958
H -4.2426 -0.0409 -1.6007
H -2.8486 -1.4776 0.6337
H -2.3365 -2.9935 -0.0832
H -4.0460 -2.7178 0.0994
H -3.2048 0.2859 -3.8311
H -3.6392 -0.6469 -5.0407
C -2.7986 -4.0826 5.6032
C -2.1334 -3.9715 4.1691
C -2.1184 -2.5094 3.5445
O -1.5440 -1.6539 4.4900
C -1.6418 -0.3017 4.0256
N -0.7698 -4.5665 4.2909
H -2.1569 -3.7332 6.4109
H -2.9854 -5.1501 5.7223
H -3.7448 -3.5439 5.5574
H -2.7585 -4.5807 3.5146
H -3.1829 -2.2720 3.4713
H -1.7026 -2.5078 2.5353
H -1.3139 -0.2157 2.9907
H -1.1350 0.4380 4.6452
H -2.6695 0.0604 4.1053
H -0.5103 -4.0617 5.1315
H -0.9540 -5.4680 4.7160
```

Total charge ... +1
Relative energy (zero: lowest compared OMol25 entry of this formula, charge and spin) ... 278.9 kJ/mol
Frontier orbital gap ... 7.9 eV
Multiplicity ... 1
M ... 844.11 g mol⁻¹